Entry 1:
DFT (wB97M-V/def2-TZVPD) results for a cluster of 3 separate species, C2H12NO2S in total at a distorted geometry.

Last column: Mulliken charge in e.
Positions of all 18 atoms, in Å:
C: -0.48540 -0.47356 1.10321  -0.64
C: 0.75340 0.43312 0.92883  -0.61
S: 0.26315 2.14335 0.89451  -0.22
N: -0.89574 -0.98805 -0.21464  -0.29
H: -0.38928 -1.25619 1.84093  0.31
H: -1.36915 0.04369 1.45064  0.48
H: 1.64488 0.25753 1.57055  0.44
H: 1.30562 0.10458 0.05620  0.34
H: 1.23158 2.61914 0.09741  0.17
H: -1.82002 -1.43216 -0.24719  0.34
H: -1.16176 -0.16190 -0.77499  0.36
H: -0.17321 -1.42588 -0.78940  0.32
H: -0.62950 0.30941 -3.35726  0.30
H: -0.70401 1.68112 -2.70150  0.31
O: -0.53698 0.73929 -2.50266  -0.61
H: 1.11021 -3.86016 0.41328  0.31
H: 0.93941 -3.60784 -1.05534  0.31
O: 0.59501 -3.32853 -0.20868  -0.62

Computed properties:
- gap between HOMO and LUMO (Eh) = 0.352
- energy relative to the best compared isomer or geometry (same formula, charge and spin) (eV) = 0.779
- largest force on an atom (eV/Å) = 2.44
- net charge = +1

Entry 2:
DFT (wB97M-V/def2-TZVPD) results for the molecule C7H17NO2 at a distorted geometry.

Last column: Mulliken charge in e.
Positions of all 27 atoms, in Å:
C: 0.62360 -0.02490 -0.21814  1.40
C: -0.68182 0.04259 0.59041  -0.53
C: -1.99442 0.28821 -0.32086  0.07
C: 1.71026 -0.42553 0.90368  -0.75
C: 0.60319 -1.07102 -1.33079  -1.80
C: -3.17865 0.68850 0.55567  -1.49
C: 3.15518 -0.42260 0.42186  -1.24
N: 0.87330 1.31739 -0.70312  -0.65
O: -0.58723 1.07341 1.53884  -0.63
O: -2.31037 -0.84706 -1.10172  -0.54
H: -0.27116 1.84676 1.04495  0.46
H: -2.57785 -1.55620 -0.50582  0.36
H: -0.85826 -0.89743 1.12504  0.51
H: -1.79704 1.08567 -1.04424  0.28
H: 0.38264 1.49283 -1.57236  0.24
H: 1.85712 1.50858 -0.84183  0.27
H: 1.62752 0.24211 1.76192  0.37
H: 1.45635 -1.42927 1.24968  0.36
H: 0.48066 -2.06804 -0.91496  0.32
H: 1.53823 -1.03744 -1.88723  0.43
H: -0.22644 -0.89412 -2.01000  0.44
H: -2.95479 1.60504 1.09358  0.33
H: -3.38569 -0.09370 1.28616  0.38
H: -4.06378 0.84097 -0.05990  0.39
H: 3.46721 0.57262 0.10993  0.31
H: 3.29987 -1.11263 -0.40671  0.31
H: 3.81237 -0.72472 1.23598  0.39

Computed properties:
- SMILES = CC[C@](C)(N)[C@@H](O)[C@H](C)O
- gap between HOMO and LUMO (Eh) = 0.372
- energy relative to the best compared isomer or geometry (same formula, charge and spin) (eV) = 0.907
- largest force on an atom (eV/Å) = 2.18
- net charge = 0

Entry 3:
DFT (wB97M-V/def2-TZVPD) results for a cluster of 12 separate species, C33H68BF4N11O3 in total at a distorted geometry.

Last column: Mulliken charge in e.
Positions of all 120 atoms, in Å:
C: -4.42234 2.69922 14.20120  -1.39
C: -3.49363 1.53023 13.83960  -0.19
N: -4.28763 0.30412 13.48487  0.14
C: -3.82692 -0.78735 12.85383  -0.48
C: -4.81780 -1.68558 12.72146  -0.33
N: -5.99757 -1.06579 13.25360  0.07
C: -5.54984 0.11073 13.77655  -0.15
C: -7.37476 -1.60289 13.19259  -0.79
H: -4.91153 2.56098 15.17984  0.37
H: -5.13870 2.78356 13.39425  0.44
H: -3.86691 3.63742 14.25501  0.36
H: -2.84895 1.22089 14.69085  0.31
H: -2.89750 1.78522 12.94450  0.36
H: -2.80527 -0.87931 12.53925  0.43
H: -4.88996 -2.69205 12.35946  0.45
H: -6.14886 0.81673 14.36851  0.41
H: -7.55745 -1.90074 14.20863  0.34
H: -7.41317 -2.42500 12.47972  0.31
H: -7.98227 -0.80730 12.81783  0.35
C: -8.75054 -3.61339 -9.22917  -1.17
C: -9.98057 -3.44038 -8.38007  -0.37
N: -10.70796 -2.21019 -8.90459  0.14
C: -10.21361 -0.92482 -9.00837  -0.28
C: -11.24827 -0.15700 -9.52978  -0.57
N: -12.36702 -0.96351 -9.60097  0.10
C: -11.97366 -2.20913 -9.29642  0.03
C: -13.52688 -0.52866 -10.33711  -0.82
H: -8.20912 -4.47298 -8.84033  0.38
H: -8.08128 -2.81292 -9.00243  0.38
H: -8.99195 -3.84264 -10.26894  0.33
H: -9.64517 -3.25103 -7.36945  0.27
H: -10.64564 -4.27399 -8.43712  0.34
H: -9.22732 -0.64944 -8.74277  0.40
H: -11.32713 0.85817 -9.78337  0.47
H: -12.65456 -3.04352 -9.24278  0.36
H: -13.91929 0.44507 -9.94484  0.30
H: -14.36146 -1.18472 -10.30498  0.35
H: -13.18602 -0.28613 -11.38312  0.36
C: 3.20628 -3.02137 2.57741  -0.94
C: 1.71607 -3.43238 2.76297  0.11
N: 1.12669 -4.59524 2.72003  0.07
C: -0.34190 -4.95292 2.93171  -0.54
C: -0.39266 -6.25849 3.26153  -0.25
N: 0.82563 -6.84035 3.11703  -0.01
C: 1.85995 -5.98224 3.11636  -0.40
C: 1.11067 -8.35721 3.29448  -0.88
H: 3.79659 -2.44651 3.32893  0.32
H: 2.94169 -2.49659 1.58116  0.30
H: 3.73207 -3.92119 2.15250  0.29
H: 1.04858 -2.74635 3.26300  0.42
H: 9.03837 -6.09304 4.95283  -0.38
H: -1.21639 -4.29476 2.93663  0.39
H: -1.26326 -6.84425 3.59643  0.43
H: 2.34083 -6.18306 2.28461  0.73
H: 2.14545 -8.37586 3.15164  0.38
H: 0.74593 -8.97303 2.49972  0.37
H: 0.81420 -8.82393 4.29278  0.31
C: 8.25016 6.38114 4.84122  -0.99
C: 7.43664 5.11861 5.41738  -0.57
N: 7.75980 3.78217 4.71397  0.04
C: 7.63819 3.49411 3.33972  -0.45
C: 8.05829 2.18691 3.23441  -0.39
N: 8.28812 1.69406 4.49453  0.13
C: 8.16017 2.68866 5.34901  0.06
C: 8.71457 0.42619 4.81244  -0.76
H: 8.58035 6.38637 3.77306  0.32
H: 9.15723 6.50933 5.43189  0.32
H: 7.66532 7.28802 4.89640  0.35
H: 6.37524 5.12375 5.21969  0.36
H: 7.45682 4.84758 6.46545  0.41
H: 7.46556 4.26489 2.66193  0.46
H: 8.14181 1.55784 2.38368  0.44
H: 8.50465 2.68010 6.38292  0.34
H: 9.42529 0.08346 4.07699  0.33
H: 7.80049 -0.16533 4.79139  0.35
H: 9.07405 0.47955 5.84944  0.27
C: 9.48261 -4.47357 -2.73730  -0.86
C: 8.72722 -5.19758 -3.84602  0.56
O: 7.59822 -5.31995 -4.01178  -0.33
N: 9.64784 -5.75172 -4.99688  -0.26
H: 10.55092 -5.18177 -4.90566  0.42
H: 9.90789 -6.77780 -4.82666  0.38
C: 9.10488 -5.71566 -6.36914  -0.82
H: 8.95817 -3.55378 -2.44899  0.30
H: 10.54578 -4.21091 -3.10936  0.29
H: 9.52331 -5.09363 -1.80265  0.30
H: 9.80387 -6.14777 -7.12500  0.34
H: 8.89192 -4.66039 -6.56295  0.34
H: 8.21238 -6.33094 -6.37518  0.35
C: 7.06237 4.21848 -8.00414  -0.55
C: 3.90503 5.23878 -14.67390  -0.53
O: 3.58298 6.28638 -14.43746  0.05
N: 3.85429 4.07461 -15.47775  -0.17
H: 4.82280 3.79563 -15.77450  0.47
H: 3.48718 3.27225 -14.95727  0.48
C: 2.80788 4.39448 -16.72359  -0.78
H: 7.37305 3.60906 -7.20213  0.21
H: 6.82719 4.02496 -8.96475  0.24
H: 6.65571 5.12495 -7.60054  0.20
H: 2.56538 3.44761 -17.24442  0.31
H: 3.39076 5.15152 -17.27547  0.34
H: 1.93242 4.81939 -16.22453  0.31
C: -5.60088 12.00695 -2.33739  -0.43
C: -4.57129 11.13047 -2.18195  -0.03
O: -3.66393 10.40898 -2.32218  0.00
N: -6.48791 4.21390 -1.67059  -0.23
H: -5.66570 4.23272 -2.30838  0.30
H: -6.53011 5.03759 -1.03820  0.34
C: -7.39586 3.32325 -1.60105  -0.03
H: -5.49688 12.76831 -3.05840  0.36
H: -5.92531 12.41252 -1.44122  0.30
H: -6.23614 11.34512 -2.94557  0.23
H: -7.46921 2.54516 -2.33745  0.27
H: -8.19148 3.48131 -0.86529  0.27
H: -6.33816 9.02493 -2.29617  -0.35
B: 3.92153 -3.17418 7.68104  0.68
F: 3.76135 -2.05648 7.00343  -0.23
F: 2.80042 -3.58838 8.29985  -0.24
F: 2.83286 -5.72369 4.11660  -0.29
F: 5.09566 -3.66165 8.06875  -0.22

Computed properties:
- gap between HOMO and LUMO (Eh) = 0.028
- largest force on an atom (eV/Å) = 9.84
- net charge = +6

Entry 4:
DFT (wB97M-V/def2-TZVPD) results for a cluster of 2 separate species, C5H7PS in total at a distorted geometry.

Last column: Mulliken charge in e.
Positions of all 14 atoms, in Å:
C: 0.21687 -2.08489 0.83426  -0.38
C: -0.00652 -2.01548 -0.64245  -0.27
C: 1.15963 -1.24950 1.28005  -0.31
C: 0.67187 -1.00227 -1.18759  -0.38
C: -0.55954 2.50583 -0.18606  -0.98
P: 1.40450 0.06873 0.07226  0.24
S: 3.34474 0.43628 -0.13490  -0.34
H: -0.00604 -2.98048 1.39592  0.33
H: -0.54492 -2.83182 -1.17167  0.34
H: 1.58585 -1.14985 2.32112  0.32
H: 0.54342 -0.74352 -2.20486  0.42
H: -0.08207 2.68717 -1.13476  0.37
H: -1.61884 2.03236 -0.05531  0.28
H: -0.21027 3.17174 0.52278  0.36

Computed properties:
- gap between HOMO and LUMO (spin up / spin down) (Eh) = 0.303 / 0.246
- energy relative to the best compared isomer or geometry (same formula, charge and spin) (eV) = 3.442
- largest force on an atom (eV/Å) = 2.99
- net charge = 0

Entry 5:
DFT (wB97M-V/def2-TZVPD) results for the ion C3H7IN with charge +1 at a distorted geometry.

Last column: Mulliken charge in e.
Positions of all 12 atoms, in Å:
C: -0.52269 -0.48045 -1.86609  -1.17
C: -0.09836 0.26964 -0.67610  0.31
C: 0.56914 0.59556 1.70918  -0.73
N: 0.14957 -0.21783 0.49285  -0.12
I: 0.98638 -0.83403 3.28128  0.15
H: -0.43554 -1.59458 -1.77718  0.30
H: -1.48104 -0.14669 -1.96407  0.37
H: -0.22734 -0.09895 -2.75011  0.43
H: -0.28638 1.35622 -0.81665  0.33
H: 1.41482 1.24926 1.55718  0.40
H: -0.20351 1.16720 2.07566  0.44
H: 0.13497 -1.26534 0.73405  0.29

Computed properties:
- SMILES = C/C=[NH+]/CI
- gap between HOMO and LUMO (Eh) = 0.329
- energy relative to the best compared isomer or geometry (same formula, charge and spin) (eV) = 1.387
- largest force on an atom (eV/Å) = 4.85
- net charge = +1